A cluster of 8 separate species, C47H113F3N6O11S in total at a distorted geometry, computed with ωB97M-V/def2-TZVPD.

ORCA input file:
```
! wB97M-V def2-TZVPD RIJCOSX def2/J DEFGRID3
* xyz 3 2
C -0.796 -0.145 1.832
C -0.339 -0.017 0.379
O -0.358 -1.188 -0.379
H -0.157 -0.795 2.429
H -1.852 -0.378 1.974
H -0.868 0.801 2.369
H 0.614 0.506 0.459
H -0.939 0.791 -0.040
C 1.834 -5.284 -3.887
C 1.262 -3.907 -3.737
C 2.271 -2.771 -3.519
C 1.757 -1.310 -3.440
N 2.771 -0.263 -3.013
C 3.992 -0.196 -3.929
C 4.368 1.225 -4.014
C 2.989 1.853 -4.186
C 2.053 1.125 -3.242
C 3.280 -0.474 -1.568
H 2.382 -5.324 -4.828
H 1.094 -6.085 -3.891
H 2.482 -5.354 -3.013
H 0.535 -3.849 -2.927
H 0.755 -3.655 -4.669
H 3.199 -2.781 -4.090
H 2.615 -2.937 -2.498
H 0.937 -1.217 -2.727
H 1.411 -1.064 -4.444
H 4.723 -0.881 -3.501
H 3.718 -0.555 -4.921
H 4.895 1.645 -3.158
H 5.107 1.448 -4.784
H 3.068 2.926 -4.012
H 2.696 1.738 -5.230
H 2.087 1.606 -2.264
H 0.998 1.077 -3.511
H 3.844 -1.407 -1.571
H 2.400 -0.591 -0.935
H 3.876 0.338 -1.154
C -1.158 2.294 4.891
C 0.196 1.652 4.837
C 0.158 0.278 5.526
C 1.536 -0.569 5.314
N 1.589 -1.927 6.072
C 0.481 -2.987 5.705
C -0.391 -3.046 6.935
C 0.657 -2.846 8.104
C 1.415 -1.675 7.542
C 2.914 -2.694 5.785
H -2.022 1.661 4.689
H -1.125 3.189 4.270
H -1.361 2.639 5.905
H 0.967 2.309 5.238
H 0.744 1.667 3.895
H -0.679 -0.251 5.068
H -0.153 0.572 6.528
H 2.427 -0.062 5.685
H 1.660 -0.827 4.263
H 0.811 -4.013 5.539
H 0.018 -2.699 4.761
H -0.891 -4.009 7.042
H -1.181 -2.295 6.978
H 1.333 -3.691 8.231
H 0.237 -2.518 9.055
H 2.397 -1.522 7.989
H 0.828 -0.758 7.583
H 2.881 -3.604 6.385
H 3.752 -2.156 6.229
H 3.110 -2.872 4.728
C 2.649 2.627 0.237
O 3.732 2.795 -0.644
C 4.587 3.814 -0.292
C 4.027 5.259 -0.334
N 3.588 5.610 -1.717
H 4.402 5.692 -2.311
H 3.282 4.764 -2.178
C 2.646 6.818 -1.877
C 2.337 7.190 -3.352
O 1.986 5.991 -4.095
C 1.832 6.134 -5.449
H 2.155 1.658 0.154
H 1.883 3.392 0.106
H 3.035 2.627 1.256
H 5.460 3.744 -0.940
H 4.933 3.505 0.694
H 4.697 6.087 -0.100
H 3.077 5.386 0.184
H 3.195 7.557 -1.293
H 1.764 6.561 -1.292
H 3.253 7.593 -3.784
H 1.585 7.978 -3.403
H 1.010 6.763 -5.791
H 1.741 5.224 -6.042
H 2.624 6.701 -5.937
C -7.022 -3.039 -1.232
O -5.801 -2.379 -0.845
C -4.825 -3.273 -0.326
C -3.538 -2.463 -0.032
N -2.944 -1.897 -1.424
H -2.013 -1.586 -1.185
H -2.775 -2.683 -2.035
C -3.633 -0.723 -2.098
C -2.879 -0.420 -3.396
O -3.036 -1.474 -4.374
C -2.322 -1.367 -5.624
H -6.877 -3.917 -1.861
H -7.674 -2.448 -1.875
H -7.544 -3.424 -0.357
H -4.540 -4.054 -1.031
H -5.226 -3.614 0.629
H -2.717 -3.069 0.350
H -3.676 -1.579 0.591
H -3.541 0.124 -1.419
H -4.653 -0.980 -2.383
H -1.808 -0.228 -3.329
H -3.426 0.335 -3.962
H -1.356 -0.932 -5.368
H -2.901 -0.573 -6.095
H -2.246 -2.274 -6.224
C 4.305 -3.883 -0.166
O 2.908 -4.082 0.066
C 2.533 -3.408 1.208
C 1.237 -3.866 1.880
N 0.060 -3.715 0.928
H -0.769 -3.716 1.504
H 0.091 -2.829 0.445
C -0.056 -4.828 -0.144
C -0.392 -6.218 0.342
O -1.515 -6.190 1.204
C -2.057 -7.497 1.545
H 4.681 -2.860 -0.153
H 4.523 -4.144 -1.202
H 4.951 -4.387 0.553
H 2.445 -2.335 1.036
H 3.342 -3.315 1.932
H 0.950 -3.256 2.737
H 1.319 -4.906 2.197
H 0.862 -4.816 -0.731
H -0.880 -4.407 -0.721
H 0.478 -6.625 0.857
H -0.569 -6.842 -0.533
H -1.343 -8.147 2.050
H -2.487 -7.935 0.644
H -2.864 -7.393 2.271
C -3.136 3.396 1.492
C -2.175 4.204 0.592
N -2.665 4.416 -0.865
C -3.080 3.065 -1.575
C -3.880 5.342 -0.944
C -3.613 6.845 -0.519
C -1.521 4.972 -1.709
C -0.238 4.177 -1.851
O -0.377 3.039 -2.709
C -0.110 3.364 -4.100
H -4.205 3.514 1.314
H -2.741 3.476 2.505
H -3.138 2.313 1.370
H -1.180 3.763 0.651
H -2.222 5.233 0.948
H -3.922 2.655 -1.018
H -2.280 2.375 -1.307
H -3.341 3.189 -2.626
H -4.766 5.000 -0.409
H -4.151 5.515 -1.985
H -3.337 6.798 0.534
H -4.549 7.402 -0.552
H -2.807 7.293 -1.100
H -1.160 5.901 -1.268
H -1.883 5.196 -2.713
H 0.107 3.808 -0.885
H 0.625 4.782 -2.132
H 0.961 3.558 -4.155
H -0.626 4.240 -4.494
H -0.379 2.573 -4.801
C -4.087 -4.167 3.997
F -5.280 -3.633 4.377
F -3.550 -4.797 5.035
F -4.121 -5.079 2.987
S -2.986 -2.612 3.608
O -3.868 -1.769 2.811
O -2.582 -1.985 4.882
O -1.845 -3.185 2.834
*
```

Results
Calculated total energy, hartree: -3711.25535
Max |F|, eV/Å: 3.5
⟨S²⟩: 0.751

---

A cluster of 11 separate species, C47H121N5O17 in total at a distorted geometry, computed with ωB97M-V/def2-TZVPD.

ORCA input file:
```
! wB97M-V def2-TZVPD RIJCOSX def2/J DEFGRID3
* xyz 0 1
C -3.031 1.813 -1.372
O -1.682 1.394 -1.504
C -0.922 1.715 -0.367
C 0.509 1.222 -0.589
N 0.511 -0.231 -0.742
C 1.770 -0.906 -0.974
C 1.705 -2.417 -0.758
O 1.172 -2.951 0.428
C 1.659 -2.417 1.687
H -3.512 1.211 -2.143
H -3.271 2.844 -1.629
H -3.593 1.563 -0.472
H -1.344 1.371 0.577
H -0.773 2.778 -0.180
H 1.189 1.600 0.174
H 0.869 1.566 -1.559
H 0.023 -0.623 0.050
H 2.562 -0.473 -0.363
H 2.040 -0.782 -2.022
H 2.709 -2.822 -0.891
H 1.085 -2.809 -1.564
H 1.875 -1.351 1.760
H 2.565 -2.968 1.941
H 0.916 -2.556 2.472
C -0.624 -0.086 2.724
O -1.075 -0.898 1.676
C -2.346 -1.536 1.823
C -2.677 -2.275 0.524
N -1.771 -3.442 0.337
C -1.815 -3.971 -1.045
C -3.256 -4.302 -1.560
O -3.322 -4.804 -2.905
C -2.588 -5.968 -3.199
H -1.157 0.850 2.890
H 0.386 0.181 2.412
H -0.497 -0.655 3.646
H -3.134 -0.790 1.926
H -2.439 -2.171 2.704
H -2.533 -1.566 -0.291
H -3.714 -2.612 0.538
H -0.834 -3.098 0.495
H -1.184 -4.859 -0.998
H -1.381 -3.173 -1.647
H -3.916 -3.439 -1.479
H -3.653 -5.038 -0.860
H -2.898 -6.505 -4.096
H -2.660 -6.743 -2.436
H -1.541 -5.675 -3.274
C -5.493 -1.130 -1.076
O -5.234 -0.342 0.035
C -6.411 -0.292 0.833
C -6.307 0.952 1.690
N -6.181 2.171 0.922
C -7.434 2.598 0.307
C -7.248 3.623 -0.788
O -6.384 3.108 -1.757
C -5.914 4.059 -2.764
H -6.325 -0.700 -1.633
H -5.723 -2.158 -0.795
H -4.614 -1.137 -1.719
H -6.392 -1.143 1.514
H -7.334 -0.325 0.253
H -5.448 0.889 2.358
H -7.185 1.009 2.333
H -5.636 1.885 0.121
H -8.047 3.101 1.056
H -7.981 1.772 -0.148
H -6.995 4.581 -0.334
H -8.220 3.755 -1.264
H -5.456 3.548 -3.611
H -5.141 4.728 -2.386
H -6.722 4.706 -3.104
C 2.216 0.077 5.470
O 1.490 1.034 4.647
C 0.952 2.161 5.227
C 0.228 3.167 4.325
N 1.246 3.775 3.427
C 0.679 4.601 2.384
C -0.099 5.847 2.957
O -0.250 6.795 1.945
C -1.040 7.847 2.303
H 1.740 -0.040 6.444
H 3.251 0.367 5.649
H 2.172 -0.860 4.915
H 1.707 2.562 5.903
H 0.127 1.737 5.801
H -0.314 3.929 4.885
H -0.594 2.727 3.760
H 1.736 3.091 2.868
H 0.160 3.951 1.679
H 1.512 4.987 1.797
H 0.314 6.227 3.891
H -1.088 5.491 3.246
H -1.358 8.450 1.452
H -0.448 8.475 2.968
H -1.982 7.572 2.778
C 5.324 -3.509 0.621
O 5.305 -2.839 -0.650
C 5.997 -3.490 -1.652
C 6.010 -2.699 -3.039
N 6.853 -1.509 -2.893
C 6.939 -0.579 -4.028
C 5.595 0.044 -4.290
O 5.013 0.627 -3.147
C 3.634 0.902 -3.306
H 5.067 -2.775 1.385
H 6.245 -4.063 0.803
H 4.505 -4.227 0.605
H 5.634 -4.499 -1.848
H 7.011 -3.645 -1.283
H 4.998 -2.417 -3.330
H 6.327 -3.367 -3.840
H 6.299 -1.017 -2.207
H 7.177 -1.200 -4.892
H 7.683 0.185 -3.801
H 4.964 -0.709 -4.762
H 5.785 0.802 -5.051
H 3.149 0.024 -3.732
H 3.496 1.701 -4.034
H 3.151 1.283 -2.406
C 4.259 -7.194 -1.187
C 2.716 -7.270 -1.398
C 1.970 -5.979 -1.650
O 2.597 -8.027 -2.571
H 4.671 -8.188 -1.008
H 4.472 -6.557 -0.329
H 4.663 -6.786 -2.113
H 2.278 -7.772 -0.535
H 1.036 -6.205 -2.165
H 2.662 -5.425 -2.284
H 1.726 -5.361 -0.786
H 3.376 -8.580 -2.658
C 4.476 1.253 0.365
C 3.761 1.935 1.520
C 4.538 1.860 2.850
O 3.633 3.298 1.208
H 5.514 1.587 0.404
H 4.063 1.536 -0.603
H 4.472 0.168 0.461
H 2.770 1.517 1.697
H 5.026 0.892 2.955
H 3.962 2.092 3.746
H 5.363 2.571 2.894
H 4.493 3.722 1.164
C 1.539 -6.078 3.897
C 1.874 -5.494 5.235
C 2.750 -4.209 5.247
O 0.699 -5.253 5.868
H 2.327 -6.551 3.311
H 1.043 -5.406 3.196
H 0.775 -6.840 4.054
H 2.199 -6.258 5.942
H 3.761 -4.529 4.994
H 2.837 -3.633 6.168
H 2.362 -3.483 4.532
H 0.436 -5.998 6.414
C -3.631 5.090 1.238
C -4.300 4.913 2.603
C -5.665 5.536 2.656
O -4.493 3.546 2.981
H -4.100 4.446 0.494
H -2.559 4.926 1.350
H -3.891 6.045 0.782
H -3.650 5.416 3.318
H -5.739 6.531 2.216
H -6.030 5.704 3.669
H -6.369 4.994 2.026
H -5.223 3.238 2.438
C 1.350 5.967 -4.559
C 1.663 4.534 -4.178
C 0.498 3.524 -4.204
O 2.639 4.115 -5.082
H 1.081 6.002 -5.615
H 2.182 6.657 -4.424
H 0.527 6.375 -3.971
H 2.195 4.508 -3.227
H -0.257 3.902 -3.514
H 0.707 2.467 -4.039
H 0.106 3.710 -5.203
H 3.150 4.909 -5.255
O -2.048 -1.338 -5.890
C -2.174 -1.855 -4.548
C -1.677 -0.806 -3.500
O -0.256 -0.651 -3.472
H -1.133 -1.139 -6.103
H -3.246 -1.986 -4.404
H -1.676 -2.817 -4.426
H -2.101 -1.067 -2.530
H -2.028 0.197 -3.745
H -0.042 -0.395 -2.572
*
```

Results
Energy above the lowest of the compared OMol25 structures with the same formula, charge and spin, kcal per mole: 49.2
Calculated total energy, hartree: -3415.81658
Max |F|, eV/Å: 4.5
SMILES: COCCNCCOC.COCCNCCOC.COCCNCCOC.COCCNCCOC.COCCNCCOC.CC(C)O.CC(C)O.CC(C)O.CC(C)O.CC(C)O.OCCO